Computed, not measured: a molecular structure, C55H44BCl2F4P3RuSi at a distorted geometry, with wB97M-V/def2-TZVPD.

Last column: Löwdin charge in e.
Cartesian coordinates (Å):
Ru -0.26 -0.44 -0.28  0.609
C 2.45 -5.31 2.11  -0.045
C 2.28 -4.43 3.18  -0.046
C 1.89 -3.13 2.89  -0.090
C 1.61 -2.68 1.59  -0.299
C 1.93 -3.63 0.51  -0.058
C 2.38 -4.89 0.79  -0.073
P 1.35 -0.92 1.28  0.981
C 0.92 -0.34 2.97  -0.364
C -0.27 -0.88 3.38  -0.106
C -0.73 -0.65 4.68  -0.002
C 0.05 0.09 5.59  -0.012
C 1.24 0.70 5.11  -0.039
C 1.64 0.44 3.83  -0.080
C 2.91 -0.14 0.79  -0.376
C 4.07 -0.32 1.58  -0.074
C 5.25 0.34 1.34  -0.051
C 5.35 1.05 0.16  -0.057
C 4.24 1.14 -0.64  -0.085
C 2.98 0.57 -0.36  -0.281
Si 1.51 0.49 -1.49  0.568
C 1.98 -0.62 -2.88  -0.254
C 3.31 -0.83 -3.35  -0.050
C 3.52 -1.77 -4.36  -0.048
C 2.51 -2.61 -4.75  -0.042
C 1.20 -2.44 -4.33  -0.086
C 0.98 -1.55 -3.35  -0.372
P -0.58 -1.30 -2.46  0.984
C -1.72 -0.96 -3.77  -0.338
C -3.04 -1.39 -3.71  -0.077
C -3.74 -1.38 -4.88  -0.100
C -3.29 -0.89 -6.08  -0.019
C -1.93 -0.33 -6.11  -0.034
C -1.19 -0.27 -4.93  -0.070
C -1.14 -2.83 -1.75  -0.394
C -0.96 -4.14 -2.28  -0.038
C -1.39 -5.18 -1.51  -0.071
C -2.05 -5.03 -0.31  -0.047
C -2.23 -3.77 0.20  -0.004
C -1.72 -2.67 -0.55  -0.152
C 0.97 2.26 -1.85  -0.258
C 1.67 3.13 -2.70  -0.059
C 1.45 4.52 -2.59  -0.015
C 0.36 5.06 -1.84  -0.030
C -0.40 4.18 -1.12  -0.121
C -0.11 2.80 -1.13  -0.384
P -1.13 1.64 -0.20  0.955
C -2.80 1.85 -0.91  -0.336
C -3.84 1.10 -0.36  -0.079
C -5.16 1.16 -0.86  -0.029
C -5.38 1.89 -2.02  -0.048
C -4.32 2.58 -2.58  -0.072
C -3.11 2.68 -1.96  -0.094
C -1.41 2.18 1.50  -0.297
C -2.26 1.55 2.41  0.004
C -2.45 2.08 3.67  0.021
C -1.74 3.22 4.09  -0.001
C -0.89 3.86 3.17  0.031
C -0.66 3.27 1.93  -0.034
H 2.71 -6.34 2.39  0.126
H 2.47 -4.72 4.22  0.123
H 1.89 -2.42 3.70  0.101
H 1.68 -3.30 -0.50  0.095
H 2.73 -5.54 0.04  0.101
H -0.89 -1.49 2.70  0.104
H -1.76 -1.01 4.90  0.125
H -0.15 0.27 6.64  0.119
H 1.81 1.33 5.73  0.103
H 2.51 1.01 3.48  0.121
H 3.97 -0.94 2.51  0.128
H 6.10 0.28 2.06  0.137
H 6.24 1.57 -0.17  0.122
H 4.46 1.77 -1.53  0.120
H 4.09 -0.08 -3.13  0.111
H 4.54 -1.83 -4.76  0.123
H 2.73 -3.51 -5.31  0.122
H 0.47 -3.15 -4.73  0.123
H -3.50 -1.82 -2.78  0.138
H -4.67 -1.93 -4.88  0.117
H -3.86 -0.88 -7.02  0.124
H -1.50 -0.09 -7.07  0.105
H -0.14 0.12 -4.98  0.121
H -0.41 -4.32 -3.19  0.100
H -1.32 -6.23 -1.91  0.140
H -2.52 -5.88 0.24  0.143
H -2.73 -3.56 1.15  0.104
H -1.75 -1.59 -0.14  0.042
H 2.45 2.74 -3.35  0.115
H 2.13 5.21 -3.04  0.109
H 0.27 6.11 -1.73  0.111
H -1.22 4.60 -0.55  0.126
H -3.63 0.47 0.51  0.082
H -5.93 0.68 -0.33  0.106
H -6.42 2.07 -2.39  0.132
H -4.44 3.12 -3.54  0.128
H -2.30 3.37 -2.27  0.108
H -2.71 0.55 2.20  0.104
H -3.13 1.58 4.37  0.148
H -1.97 3.72 5.04  0.134
H -0.41 4.79 3.41  0.129
H 0.28 3.59 1.40  0.145
Cl 3.42 5.16 5.30  0.418
C 4.48 6.59 4.89  -0.952
Cl 5.35 6.63 3.31  0.486
H 5.23 6.65 5.67  0.021
H 3.79 7.44 4.93  0.026
F -4.93 -1.49 2.16  0.124
B -3.74 -1.80 2.83  -1.226
F -3.67 -3.15 3.15  0.138
F -3.53 -1.02 3.98  0.105
F -2.64 -1.46 1.93  -0.016

The expectation value of S² is 6.027. The total energy is -4874.96229 hartree. As for the LUMO energy (spin up / spin down): -5.26 / -9.71 eV. As for the multiplicity: 5. The molecular weight comes out at 1084.7 Da. Its highest occupied orbital energy (spin up / spin down) is -0.4661 / -0.5056 Eh. The net charge is +2.

---

Computed, not measured: a molecular structure, C55H45AsBeP2SSi, with wB97M-V/def2-TZVPD.

Last column: Löwdin charge in e.
Cartesian coordinates (Å):
Be -0.24 -0.26 -0.09  -0.366
C 0.97 -0.84 3.44  -0.222
Si -0.24 -0.26 2.11  0.595
C -1.89 -1.17 2.53  -0.277
C -2.40 -1.30 3.83  -0.088
C -3.52 -2.07 4.10  -0.077
C -4.16 -2.76 3.07  -0.077
C -3.69 -2.64 1.78  -0.095
C -2.59 -1.83 1.50  -0.366
P -1.90 -1.68 -0.18  1.023
C -3.26 -1.43 -1.35  -0.333
C -2.89 -1.31 -2.70  -0.116
C -3.84 -1.03 -3.67  -0.075
C -5.17 -0.84 -3.30  -0.093
C -5.53 -0.90 -1.97  -0.093
C -4.58 -1.19 -0.99  -0.086
C -1.28 -3.38 -0.47  -0.346
C -0.44 -3.92 0.51  -0.085
C 0.11 -5.18 0.35  -0.072
C -0.18 -5.93 -0.78  -0.085
C -1.01 -5.40 -1.76  -0.078
C -1.56 -4.13 -1.60  -0.078
C -0.70 1.54 2.56  -0.303
C -0.62 2.07 3.85  -0.092
C -0.99 3.37 4.13  -0.080
C -1.47 4.19 3.11  -0.082
C -1.55 3.70 1.82  -0.085
C -1.16 2.39 1.54  -0.366
P -1.27 1.71 -0.16  1.093
C -0.52 2.95 -1.26  -0.324
C 0.73 2.66 -1.79  -0.086
C 1.39 3.58 -2.60  -0.071
C 0.80 4.80 -2.88  -0.075
C -0.46 5.10 -2.36  -0.076
C -1.12 4.18 -1.56  -0.099
C -3.06 1.84 -0.51  -0.339
C -3.99 1.75 0.53  -0.082
C -5.35 1.85 0.27  -0.078
C -5.79 2.04 -1.03  -0.098
C -4.88 2.08 -2.07  -0.089
C -3.52 1.98 -1.82  -0.091
H 0.49 -0.97 4.42  0.018
H 1.79 -0.14 3.55  0.014
H 1.41 -1.80 3.16  0.021
H -1.90 -0.79 4.65  0.097
H -3.89 -2.15 5.11  0.103
H -5.01 -3.39 3.29  0.103
H -4.17 -3.20 0.98  0.111
H -1.85 -1.42 -2.97  0.076
H -3.54 -0.96 -4.71  0.107
H -5.91 -0.61 -4.06  0.107
H -6.56 -0.72 -1.68  0.110
H -4.88 -1.21 0.05  0.096
H -0.21 -3.34 1.40  0.099
H 0.76 -5.58 1.12  0.105
H 0.24 -6.92 -0.90  0.102
H -1.23 -5.98 -2.65  0.103
H -2.20 -3.74 -2.38  0.093
H -0.24 1.44 4.65  0.098
H -0.92 3.75 5.14  0.103
H -1.77 5.21 3.32  0.103
H -1.93 4.34 1.04  0.097
H 1.20 1.71 -1.58  0.046
H 2.36 3.33 -3.02  0.110
H 1.30 5.52 -3.52  0.104
H -0.93 6.05 -2.58  0.103
H -2.11 4.41 -1.21  0.101
H -3.64 1.61 1.55  0.110
H -6.06 1.79 1.09  0.108
H -6.85 2.14 -1.23  0.107
H -5.23 2.20 -3.09  0.111
H -2.81 2.01 -2.63  0.118
S 0.74 -0.99 -1.75  0.667
C 2.33 -0.48 -2.35  -0.649
C 2.43 -0.52 -3.75  -0.144
C 3.61 -0.24 -4.41  -0.093
C 4.75 0.08 -3.68  -0.093
C 4.67 0.14 -2.30  -0.137
C 3.48 -0.13 -1.62  -0.407
As 3.44 0.04 0.33  1.347
C 3.29 1.99 0.44  -0.402
C 3.89 2.87 -0.46  -0.118
C 3.71 4.24 -0.34  -0.092
C 2.92 4.75 0.68  -0.081
C 2.33 3.89 1.59  -0.073
C 2.52 2.52 1.47  -0.120
C 5.36 -0.11 0.67  -0.420
C 6.08 0.87 1.34  -0.104
C 7.42 0.65 1.66  -0.089
C 8.04 -0.54 1.32  -0.098
C 7.32 -1.53 0.66  -0.090
C 5.98 -1.32 0.34  -0.133
H 1.54 -0.78 -4.32  0.089
H 3.65 -0.29 -5.49  0.101
H 5.69 0.29 -4.18  0.100
H 5.56 0.37 -1.74  0.093
H 4.49 2.49 -1.28  0.096
H 4.18 4.91 -1.05  0.105
H 2.77 5.82 0.77  0.102
H 1.72 4.28 2.40  0.100
H 2.05 1.86 2.18  0.068
H 5.61 1.80 1.60  0.094
H 7.98 1.42 2.18  0.100
H 9.08 -0.70 1.57  0.098
H 7.80 -2.46 0.39  0.101
H 5.43 -2.09 -0.17  0.104

The total energy is -5743.88371 hartree. As for the LUMO energy: 0.57 eV. The molecular weight comes out at 912.0 Da. Its highest occupied orbital energy is -0.2588 Eh. The net charge is 0.

---

- The highest net charge belongs to which entry?
  C55H44BCl2F4P3RuSi

---

- The highest net charge belongs to which entry?
  C55H44BCl2F4P3RuSi

---

- Which of these has the highest net charge?
  C55H44BCl2F4P3RuSi

---

- Which value of molecular weight does entry 2 give?
  912.0 Da